23
Properties=species:S:1:pos:R:3:mulliken_charge:R:1 method="wB97M-V/def2-TZVPD" charge=-1 total_energy_ev=-19244.69464 multiplicity=1 mol_weight_g_mol=135.256 de_lowest_kcal_mol=2.8 gap_ha=0.2555
N -1.014 -1.787 -2.295 -0.7662
H 1.280 0.094 -0.563 0.0913
H 0.417 2.851 2.433 0.3022
H -1.981 -1.591 -2.510 0.2155
H -0.375 -0.317 -3.632 0.3519
H 2.771 -0.064 -1.189 0.2143
H 1.381 -1.841 -1.927 0.2713
H 0.860 1.454 3.448 0.3059
H -2.188 -0.512 2.158 0.2175
C 0.454 1.763 2.483 -0.9525
H -1.675 1.719 2.852 0.3816
H 1.826 -0.777 -3.275 0.3339
C 1.277 -0.831 -2.336 -0.3453
H -1.148 1.483 1.138 0.1747
N 1.822 0.191 -1.424 -0.7347
C -0.961 1.223 2.181 -0.4304
H -0.948 -1.939 -1.291 0.2236
C -0.224 -0.588 -2.582 -0.3493
H 1.091 1.340 1.708 0.1713
C -1.120 -0.296 2.280 -0.6178
H -0.501 0.270 -1.961 0.2711
S -0.174 -1.187 1.018 -0.5875
H -0.871 -0.657 3.285 0.2573



23
Properties=species:S:1:pos:R:3:mulliken_charge:R:1 method="wB97M-V/def2-TZVPD" charge=+1 total_energy_ev=-19235.34480 multiplicity=1 mol_weight_g_mol=135.256 smiles=[NH3+]CCNCCCS de_lowest_kcal_mol=56.9 gap_ha=0.2832
C -1.229 0.777 1.593 -0.5179
S 0.684 2.840 0.741 -0.2231
H -2.310 0.682 2.006 0.3056
C 0.347 -1.267 -1.170 -0.8844
H 0.884 -4.391 -2.185 0.3307
H -0.460 -3.437 -2.376 0.3556
H -0.496 -1.285 -1.778 0.5868
N -0.022 -0.881 0.180 -0.2901
H -1.134 2.875 2.252 0.4178
H -1.605 2.584 0.428 0.3246
H 0.552 -3.302 -0.191 0.3559
H -1.163 0.703 -0.624 0.3306
C -1.006 2.285 1.349 -0.8511
H -2.085 -0.519 0.215 0.2286
C 0.974 -2.727 -1.095 -0.5388
C -1.153 0.037 0.286 -0.5783
H 0.929 -0.546 0.602 0.2868
N 0.558 -3.477 -2.254 -0.2320
H 2.032 -2.494 -1.146 0.3294
H 1.308 2.768 1.888 0.1251
H 1.097 -0.500 -1.633 0.3538
H -0.861 0.330 2.526 0.4155
H 1.017 -3.022 -3.101 0.3687



23
Properties=species:S:1:pos:R:3:mulliken_charge:R:1 method="wB97M-V/def2-TZVPD" total_energy_ev=-9895.90245 multiplicity=1 mol_weight_g_mol=117.196 smiles=C[C@H](CCN)NCN de_lowest_kcal_mol=74.9 gap_ha=0.3329
N 2.221 0.659 -1.875 -0.5879
C -0.041 0.331 1.102 0.1106
H -3.004 -0.273 -0.661 0.3338
C -1.402 0.681 0.510 -0.5194
H -0.498 -0.291 -1.767 0.2645
H 1.715 -0.302 -2.082 0.2542
H -2.145 0.975 1.438 0.3106
H -0.291 -1.145 2.758 0.3797
C -2.046 -0.526 -0.210 -0.9162
H 1.544 -0.796 0.101 0.2674
H 0.994 2.116 -0.813 0.2021
C 0.135 -1.131 1.811 -1.7481
H 1.069 -1.436 1.661 0.5852
N 1.001 0.125 0.038 -0.2798
H -0.374 -1.819 1.177 0.4276
H 0.202 1.124 1.856 0.3337
H -2.324 -1.355 0.404 0.3741
H -1.470 1.678 0.100 0.3909
C 1.729 1.282 -0.629 -0.3802
H 2.199 1.240 -2.657 0.2260
N -1.185 -1.036 -1.375 -0.6770
H -0.578 -1.736 -0.947 0.3520
H 2.548 1.633 0.060 0.2960



23
Properties=species:S:1:pos:R:3:mulliken_charge:R:1 method="wB97M-V/def2-TZVPD" total_energy_ev=-9896.09660 multiplicity=1 mol_weight_g_mol=117.196 smiles="CC(C)=N.CC(N)N" de_lowest_kcal_mol=70.4 gap_ha=0.3118
H -2.832 0.965 -1.074 0.4857
H 1.369 0.524 -1.980 0.3450
H 1.231 -2.037 0.720 0.3413
C -1.739 1.024 -1.029 -1.6613
H 2.726 -0.511 -1.500 0.3690
H -1.681 1.541 1.540 0.2394
C 1.436 0.015 0.105 1.3099
H 1.792 1.914 -0.190 0.2476
H 1.134 -0.847 2.044 0.3370
H -1.308 0.070 2.128 0.2635
H -2.427 -1.367 -0.224 0.3286
N -1.784 0.543 1.365 -0.7504
H -1.485 2.081 -0.895 0.3154
N -1.423 -1.213 -0.128 -0.5973
C 1.627 -1.095 1.100 -1.3682
H 0.020 0.696 0.301 -0.0229
H -1.140 -1.751 0.684 0.2443
N 1.583 1.281 0.586 -0.8709
C -1.188 0.182 0.103 0.7549
H 2.696 -1.198 1.303 0.3768
H -1.342 0.684 -1.988 0.3156
C 1.662 -0.315 -1.345 -1.3336
H 1.072 -1.189 -1.626 0.3307



24
Properties=species:S:1:pos:R:3:mulliken_charge:R:1 method="wB97M-V/def2-TZVPD" total_energy_ev=-11942.09305 multiplicity=1 mol_weight_g_mol=133.195 de_lowest_kcal_mol=107.4 gap_ha=0.3399
H -3.336 -0.544 -0.506 0.2871
H 2.152 -0.643 -2.272 0.3885
H -0.718 -0.471 1.888 0.2798
H -3.151 1.206 -0.448 0.3546
H 1.827 0.605 1.873 0.2507
H 0.759 1.945 -0.708 0.5105
H 1.933 2.335 1.562 0.3945
C 1.338 1.440 1.367 -0.9979
H 0.070 -1.843 1.559 0.3363
O 1.722 -1.395 0.380 -0.7274
N -0.692 -0.972 -0.037 0.1181
C 1.167 -0.946 -1.923 -1.5155
N -0.804 -1.344 1.371 -0.7890
C 1.220 1.144 -0.122 -1.0266
C -2.761 0.269 -0.052 -0.8660
H -0.530 0.947 -0.214 0.1893
N -1.366 0.180 -0.442 -0.3721
H -1.016 -1.781 -0.572 0.3537
C 1.110 -0.732 -0.428 1.1196
H 2.222 1.184 -0.558 0.4526
H -2.942 0.232 1.028 0.3117
H 0.393 -0.377 -2.428 0.3301
H 0.354 1.572 1.824 0.2300
H 1.050 -2.008 -2.143 0.3876



24
Properties=species:S:1:pos:R:3:mulliken_charge:R:1 method="wB97M-V/def2-TZVPD" charge=+1 total_energy_ev=-19179.48966 multiplicity=1 mol_weight_g_mol=148.170 smiles="C/[NH+]=C(/N(C)C)N(C)P" de_lowest_kcal_mol=46.9 gap_ha=0.3676
H -1.381 1.689 0.404 0.2162
H 2.850 0.330 -1.395 0.3537
H -0.653 -2.817 0.145 0.3822
C -0.885 -2.100 -0.612 -1.0970
H -2.470 -0.093 1.455 0.4603
C -2.398 -0.506 0.464 -1.2497
C 0.496 2.396 0.874 -0.9386
H 0.179 2.700 1.835 0.3383
H -0.230 -2.155 -1.404 0.3912
H -1.819 -2.340 -1.232 0.4217
N -1.049 -0.800 0.054 0.1277
H 2.468 -2.116 0.285 0.1127
N -0.425 1.406 0.413 -0.2698
C -0.217 0.159 0.043 0.4015
H 0.359 3.185 0.162 0.3620
H -2.876 -1.507 0.560 0.4473
H 2.007 1.707 -1.204 0.3633
P 2.177 -0.831 0.869 -0.1079
H 1.045 -1.463 1.622 0.0707
H -2.922 0.223 -0.176 0.3546
H 1.578 1.982 0.931 0.3393
N 1.072 -0.217 -0.364 0.0901
C 1.814 0.666 -1.357 -0.8678
H 1.281 0.504 -2.371 0.2979



Respective E_HOMO values: -2.828; -11.504; -8.046; -7.634; -8.364; -12.862 eV.